{
  "formula": "C21H52N4O6V",
  "method": "the ωB97M-V functional and the def2-TZVPD basis",
  "energy_ha": -2444.77720,
  "relative_energy_kcal_mol": 472.8,
  "total_charge": 1,
  "homo_energy_ev": -10.62,
  "orbital_gap_ev": 8.3,
  "molar_mass_g_mol": 507.61,
  "symbols": ["O", "V", "O", "C", "C", "C", "C", "C", "C", "N", "O", "C", "C", "C", "H", "H", "H", "H", "H", "H", "H", "H", "H", "H", "H", "H", "H", "H", "H", "H", "H", "H", "H", "C", "C", "C", "O", "C", "N", "H", "H", "H", "H", "H", "H", "H", "H", "H", "H", "H", "C", "C", "C", "O", "C", "N", "H", "H", "H", "H", "H", "H", "H", "H", "H", "H", "H", "C", "C", "C", "O", "C", "N", "H", "H", "H", "H", "H", "H", "H", "H", "H", "H", "H"],
  "xyz": [[-7.88422, 10.52578, -16.32016], [-8.58177, 9.02527, -16.44732], [-8.52691, 8.71432, -17.97830], [-8.81431, 9.42558, -20.73953], [-9.30870, 7.99481, -20.72181], [-10.06334, 7.70151, -22.10304], [-10.28286, 6.18481, -22.27959], [-8.92430, 5.46657, -22.28268], [-8.12842, 5.71896, -20.96081], [-8.08934, 7.18365, -20.62586], [-7.29301, 7.38409, -19.52408], [-8.70249, 4.84798, -19.85098], [-6.71847, 5.17133, -21.35627], [-10.30208, 7.81922, -19.56778], [-8.10986, 9.54567, -21.56259], [-8.41138, 9.77133, -19.78758], [-9.64529, 10.08766, -20.98288], [-11.02101, 8.21879, -22.16130], [-9.52211, 8.00397, -22.99953], [-10.79012, 5.96222, -23.21833], [-10.97589, 5.80290, -21.52995], [-8.33443, 5.82149, -23.12778], [-9.14272, 4.41134, -22.44663], [-9.70979, 5.21376, -19.65184], [-8.75990, 3.79657, -20.13266], [-8.18385, 4.98489, -18.90210], [-6.27889, 5.82302, -22.11136], [-6.06805, 5.14088, -20.48212], [-6.56615, 4.13130, -21.64476], [-9.84833, 7.80350, -18.57685], [-10.86711, 6.88711, -19.56514], [-10.94141, 8.69698, -19.66215], [-6.67028, 7.99380, -19.92666], [-11.74619, 11.98737, -16.62571], [-10.34314, 12.00222, -15.96754], [-9.85164, 13.46978, -15.69681], [-8.49398, 13.53837, -15.30148], [-8.05268, 14.84126, -15.02997], [-10.43696, 11.37222, -14.68856], [-12.50998, 12.45003, -16.00068], [-12.10945, 10.97724, -16.81486], [-11.69574, 12.47129, -17.60110], [-9.56959, 11.58294, -16.61092], [-10.46231, 13.97719, -14.95000], [-10.06909, 14.12960, -16.53672], [-8.17264, 15.36183, -15.98008], [-7.01785, 14.84281, -14.68759], [-8.60309, 15.25430, -14.18466], [-9.61374, 11.61017, -14.15397], [-11.11052, 11.89369, -14.14589], [-7.04148, 8.72539, -12.99715], [-7.37706, 8.88194, -14.47672], [-6.46399, 8.03865, -15.41287], [-7.04487, 8.18363, -16.67160], [-6.25136, 7.54085, -17.74153], [-8.77436, 8.62475, -14.66170], [-7.02592, 7.70040, -12.62668], [-7.84932, 9.15220, -12.40273], [-6.14767, 9.22980, -12.63004], [-7.19804, 9.94069, -14.66403], [-6.49035, 6.97880, -15.15964], [-5.44054, 8.38199, -15.26200], [-6.74186, 7.62101, -18.71162], [-6.08617, 6.48629, -17.52082], [-5.22253, 7.87931, -17.86430], [-9.29214, 8.96032, -13.86207], [-8.84929, 7.62179, -14.56920], [-12.32855, 9.18021, -15.82604], [-10.81031, 8.87302, -15.61405], [-10.51872, 7.56485, -16.35037], [-9.08204, 7.33245, -16.47970], [-8.66178, 6.00177, -16.76520], [-10.15424, 9.97422, -16.28012], [-12.57035, 9.44894, -16.85435], [-12.61061, 10.03110, -15.20593], [-12.87921, 8.29619, -15.50454], [-10.43308, 8.81234, -14.59321], [-10.79929, 7.51873, -17.40263], [-10.85956, 6.71337, -15.76138], [-8.86836, 5.26357, -15.99028], [-7.59411, 6.00379, -16.98469], [-9.19918, 5.61692, -17.63191], [-10.16269, 10.86095, -15.79666], [-10.74865, 10.19783, -17.06547]],
  "forces_ev_per_angstrom": [[0.3, 0.0, 0.0], [2.6, 13.4, -8.5], [-1.2, 2.4, -3.3], [-0.4, 0.8, -0.5], [-0.3, -0.1, -0.3], [0.5, -1.2, 0.6], [0.2, 0.4, -0.2], [-1.2, 1.0, 0.8], [0.5, -1.4, -1.4], [-1.8, -3.0, -4.3], [-5.0, -1.8, -10.4], [-0.5, 0.6, 0.2], [0.7, 0.9, 1.3], [-0.5, -0.5, -0.1], [0.2, 0.0, 0.1], [0.1, -0.2, -0.2], [-0.2, 0.1, 0.0], [0.0, 0.2, 0.5], [0.5, 0.4, 0.3], [0.0, 0.2, -0.2], [0.2, -0.1, 0.3], [0.0, 0.1, 0.0], [0.5, -0.2, 0.3], [-0.3, -0.3, 0.0], [0.2, 0.1, 0.1], [0.5, -0.4, -0.5], [0.1, -0.1, 0.0], [0.3, 0.7, 0.3], [-1.2, -0.1, -0.5], [0.2, 0.4, -1.4], [-0.5, 0.1, -0.8], [-0.5, -0.2, 0.4], [0.6, 0.5, -0.7], [0.5, 0.5, -0.4], [-1.1, 11.9, -1.2], [-0.4, 0.8, -0.3], [-0.4, -1.8, 0.1], [-0.2, -0.1, -0.1], [-0.7, 2.7, 6.7], [0.1, 0.3, 0.0], [0.1, 1.1, 0.0], [-0.1, 0.3, 0.1], [0.7, 1.7, -0.2], [-0.3, -0.3, 0.7], [0.4, -0.2, -0.8], [0.2, 0.9, 0.3], [0.1, -0.4, -0.4], [-0.4, 0.5, -0.2], [0.9, -0.1, -0.1], [-0.7, 0.1, -0.1], [-0.1, -0.6, 0.9], [3.7, 0.5, 3.2], [-0.6, 0.2, 2.0], [9.8, -3.8, 0.1], [3.5, 0.6, 4.1], [2.0, -2.2, 6.8], [0.3, -0.3, -0.3], [-0.1, 0.4, -0.1], [0.2, -0.1, -0.5], [0.0, -0.4, -0.2], [0.0, -0.3, 0.4], [0.1, 0.2, -0.6], [2.7, 1.3, 8.0], [-0.3, -0.1, 0.3], [0.2, 1.0, 1.0], [0.8, 0.8, 0.4], [-0.4, -0.4, 0.3], [0.2, -1.6, 1.6], [-4.0, 0.4, -1.5], [0.3, -1.8, 0.2], [-3.5, -9.1, 2.1], [-0.5, -0.6, -0.6], [-3.4, -7.1, -3.2], [0.0, -0.8, 0.0], [-0.1, -0.3, 0.1], [-0.5, 0.1, -0.1], [-3.1, 0.2, -1.0], [-1.2, 0.2, 0.6], [-0.6, 0.0, -0.1], [-0.1, 0.4, 0.7], [-0.6, 0.0, 0.2], [0.0, 0.4, 0.1], [1.3, -7.2, 0.1], [0.8, -0.9, -0.7]],
  "lowdin_charge": [-0.329, 0.793, -0.298, -0.032, -0.454, -0.097, -0.186, -0.132, -0.446, -0.033, -0.012, -0.021, -0.036, -0.037, 0.096, 0.077, 0.090, 0.118, 0.118, 0.111, 0.098, 0.118, 0.122, 0.065, 0.103, 0.056, 0.087, 0.069, 0.090, 0.021, 0.080, 0.101, 0.170, 0.012, -0.406, -0.162, -0.183, -0.094, 0.104, 0.110, 0.029, 0.110, 0.148, 0.123, 0.126, 0.096, 0.094, 0.090, 0.130, 0.136, -0.017, -0.374, -0.105, -0.343, 0.029, -0.073, 0.089, 0.082, 0.096, 0.131, 0.144, 0.159, -0.178, 0.104, 0.121, 0.130, 0.151, -0.006, -0.337, -0.062, -0.415, 0.009, -0.140, 0.089, 0.085, 0.095, 0.115, 0.114, 0.157, 0.120, 0.081, 0.080, -0.176, 0.109]
}